The following is a quantum chemistry calculation of a cluster of 2 separate species, C3H11N2OS in total, from the OMol25 dataset.

Electronic energy in hartree: -703.8698
Total charge: -1
HOMO level in eV: -2.7
Energy relative to the best compared isomer or geometry (same formula, charge and spin) in eV: 0.390
Frontier orbital gap in hartree: 0.2326
Lowest unoccupied orbital energy in eV: 3.648

CARTESIAN COORDINATES (ANGSTROEM)
1 C -0.11521 0.34102 -0.06166
2 C 0.39975 -0.89204 0.65921
3 S 2.23516 -0.87516 0.85323
4 N -1.57060 0.55977 0.06191
5 C -2.35698 -0.51287 -0.51338
6 N -3.72287 -0.09822 -0.82394
7 H 0.19664 0.30129 -1.11312
8 H 0.40232 1.17061 0.38760
9 H -0.02363 -1.00010 1.65552
10 H 0.13885 -1.81870 0.12228
11 H -1.70985 1.43311 -0.43759
12 H -1.95742 -0.90452 -1.46707
13 H -2.36947 -1.34458 0.20112
14 H -4.08622 0.51586 -0.10727
15 H -3.80705 0.29775 -1.74346
16 H 2.62393 1.06643 -0.28270
17 H 3.23952 2.43833 -0.17575
18 O 2.64160 1.93942 -0.74136